Below is a structure of composition C28H22GeIrN2O8Se4 in a non-equilibrium geometry, with properties calculated with the ωB97M-V functional and the def2-TZVPD basis.

XYZ file:
```
66
Properties=species:S:1:pos:R:3:forces:R:3:lowdin_charge:R:1
Ir -2.77400 -0.79780 -0.38920 -0.4 0.2 -0.2 0.62
Se -4.00699 -1.79601 -2.23017 -0.1 -0.2 0.0 0.07
Se -5.45090 0.05769 -2.33193 0.0 0.0 -0.1 0.03
Se -4.88196 0.28358 -0.03145 0.1 0.0 0.1 -0.02
Se -4.97873 2.48421 0.47424 -0.2 -0.3 -0.1 0.07
O -2.26690 -1.62185 2.61243 0.0 0.1 -0.1 0.03
C -1.67747 -0.58464 2.32578 -0.1 -0.2 0.4 -0.68
O -1.82186 0.09044 1.24316 -0.1 0.0 -0.3 -0.24
C -0.58158 -0.02941 3.22642 0.0 0.1 0.1 -0.14
C 0.71508 -0.85139 3.09759 0.1 0.0 -0.1 -0.21
Ge 1.11393 -1.42432 1.26516 0.0 0.0 0.1 1.04
C -1.91207 0.45314 -1.69298 0.0 0.1 0.1 -0.36
C -1.07070 -0.01308 -2.71102 0.0 0.0 0.1 -0.15
C -0.39544 0.86348 -3.55002 0.1 0.0 0.0 -0.09
C -0.56221 2.23443 -3.42140 -0.2 0.0 0.0 -0.09
C -1.42335 2.71016 -2.44435 -0.4 -0.2 -0.6 -0.10
C -2.08567 1.83245 -1.59503 -0.1 -0.1 -0.3 -0.15
C -0.16441 -2.78312 0.72310 0.0 -0.1 0.1 -0.26
C -0.96248 -2.77275 -0.42075 0.2 0.0 0.1 -0.17
C -1.76573 -3.86780 -0.73274 0.0 0.0 0.0 -0.11
C -1.81569 -4.96171 0.11538 0.0 0.0 0.0 -0.07
C -1.05249 -4.96600 1.27483 0.0 0.0 0.0 -0.07
C -0.22945 -3.88961 1.56735 0.0 -0.1 0.0 -0.11
C 2.90635 -2.13053 0.95394 -0.1 0.0 0.0 -0.24
C 4.05870 -1.40966 1.26603 0.0 0.1 0.1 -0.10
C 5.31366 -1.96624 1.07371 0.0 0.0 0.0 -0.09
C 5.43822 -3.25076 0.56088 0.0 0.0 0.0 -0.10
C 4.30100 -3.97477 0.23702 0.0 0.0 0.0 -0.09
C 3.04373 -3.41684 0.43158 0.0 0.0 0.0 -0.10
H -0.92875 -0.05234 4.26021 0.0 0.0 0.0 0.12
H -0.38646 1.01177 2.95785 0.0 -0.1 0.0 0.11
H 0.64350 -1.76939 3.68577 0.0 0.0 0.0 0.07
H 1.55809 -0.28259 3.49396 0.0 0.0 0.0 0.07
H -0.93887 -1.07429 -2.88327 0.0 0.0 0.0 0.08
H 0.25271 0.46408 -4.32169 0.0 0.0 0.0 0.10
H -0.04297 2.91651 -4.08387 0.0 0.0 0.0 0.10
H -1.59374 3.77629 -2.33628 -0.1 -0.3 -0.3 0.11
H -2.75219 2.24177 -0.84396 -0.1 -0.1 -0.1 0.00
H -0.87410 -1.95029 -1.13395 0.0 0.0 0.0 0.06
H -2.35504 -3.86225 -1.64016 0.0 0.0 0.0 0.05
H -2.45489 -5.80150 -0.12362 0.0 0.0 0.0 0.10
H -1.09892 -5.80760 1.95446 0.0 0.0 0.0 0.10
H 0.36182 -3.91882 2.47706 0.0 0.0 0.0 0.11
H 3.97193 -0.39419 1.63562 0.0 -0.2 0.0 0.09
H 6.19775 -1.39009 1.31684 0.0 0.0 0.0 0.10
H 6.41977 -3.68158 0.40704 0.0 0.0 0.0 0.10
H 4.38776 -4.97405 -0.17092 0.0 0.0 0.0 0.10
H 2.16679 -3.99548 0.16902 0.0 0.0 0.0 0.09
O 2.63154 1.11651 0.65723 -0.2 0.0 0.0 0.09
C 1.47689 1.09236 0.27856 0.1 0.4 -0.1 -0.51
O 0.72310 0.02730 0.21501 0.0 -0.4 -0.1 -0.07
C 0.74826 2.34016 -0.10977 0.2 0.1 0.1 -0.07
C -0.49066 2.59754 0.46320 0.2 0.2 0.2 0.07
C -1.06723 3.83466 0.23790 0.2 0.2 0.2 -0.14
C -0.52255 4.76859 -0.61697 0.1 0.1 0.4 0.05
C 0.68882 4.44879 -1.20273 0.3 0.2 0.3 -0.14
C 1.35909 3.27053 -0.93605 0.0 0.0 0.1 0.08
N 1.30224 5.42212 -2.11810 -0.5 -0.5 -0.4 -0.35
O 0.68641 6.44206 -2.34599 0.1 0.3 0.1 0.08
O 2.34093 5.10478 -2.65830 0.3 0.1 0.1 0.07
N -2.29586 4.19393 0.97113 0.7 0.6 0.4 -0.38
O -2.91754 5.16100 0.57297 -0.2 -0.2 -0.1 0.05
O -2.52079 3.58705 1.99146 0.0 -0.1 0.0 0.03
H -1.00302 1.84463 1.05905 0.1 0.2 -0.1 0.10
H -1.01458 5.70933 -0.80745 0.0 0.0 0.0 0.14
H 2.33017 3.08138 -1.36881 0.0 0.0 0.0 0.14
```
Forces are in eV/Å.

Computed properties:
total charge: -1
electronic energy: -13578.5938 Eh
energy relative to the best compared isomer or geometry (same formula, charge and spin): 0.00 kcal/mol
HOMO energy: -0.1736 hartree
spin multiplicity: 1
LUMO: 1.40 eV